(1)
# C51H40N2O17

A 7-piece molecular cluster, C51H40N2O17 overall at a distorted geometry (wB97M-V/def2-TZVPD, the OMol25 dataset).

ORCA input file:
```
! RIJCOSX wB97M-V def2-TZVPD def2/J DEFGRID3
* xyz 0 1
C -3.653 5.620 -2.027
C -2.225 6.111 -1.709
C -1.246 5.005 -1.325
O -1.707 4.226 -0.177
C -1.691 2.886 -0.505
C -2.893 2.328 -0.901
C -3.022 1.004 -1.280
C -1.868 0.248 -1.289
C -0.665 0.838 -0.884
C -0.506 2.143 -0.454
N 0.759 2.601 -0.068
C 1.486 1.665 0.835
C 2.992 1.696 0.684
O 0.888 0.989 1.627
C 0.852 3.898 0.599
C 0.168 4.049 1.975
O 1.468 4.831 0.159
C 0.335 -0.265 -1.052
O 1.539 -0.302 -1.058
N -0.359 -1.503 -1.302
C -1.712 -1.226 -1.674
O -2.507 -1.995 -2.146
H -4.314 6.469 -2.232
H -4.032 5.089 -1.147
H -3.634 4.990 -2.923
H -1.830 6.551 -2.641
H -2.224 6.931 -0.980
H -0.266 5.458 -1.137
H -1.117 4.316 -2.172
H -3.785 2.949 -0.903
H -4.013 0.647 -1.545
H 3.495 1.933 1.627
H 3.261 2.496 -0.018
H 3.346 0.754 0.259
H -0.436 4.954 2.031
H -0.487 3.176 2.096
H 0.924 3.995 2.762
H 0.028 -1.732 -2.231
O 2.211 7.319 7.961
C 1.715 6.454 7.273
C 2.555 5.549 6.449
C 2.009 4.600 5.693
C 0.540 4.405 5.642
O 0.044 3.539 4.953
C -0.299 5.309 6.465
C 0.245 6.258 7.222
H 3.624 5.706 6.500
H 2.605 3.931 5.084
H -1.369 5.151 6.414
H -0.350 6.927 7.830
O -5.941 3.076 0.569
C -6.062 2.433 1.588
C -7.331 2.444 2.356
C -7.465 1.739 3.477
C -6.351 0.912 4.006
O -6.476 0.269 5.026
C -5.082 0.902 3.238
C -4.950 1.606 2.117
H -8.132 3.052 1.955
H -8.382 1.734 4.052
H -4.281 0.294 3.639
H -4.032 1.611 1.541
O 1.194 -1.058 -4.260
C 2.077 -1.772 -4.690
C 1.769 -3.020 -5.424
C 2.735 -3.805 -5.885
C 4.161 -3.465 -5.687
O 5.045 -4.184 -6.108
C 4.470 -2.216 -4.954
C 3.504 -1.428 -4.491
H 0.720 -3.255 -5.555
H 2.529 -4.724 -6.418
H 5.519 -1.984 -4.815
H 3.710 -0.512 -3.951
O -6.524 0.146 -0.728
C -6.342 -0.889 -0.119
C -5.297 -1.853 -0.535
C -5.100 -2.986 0.134
C -5.915 -3.332 1.324
O -5.734 -4.362 1.935
C -6.962 -2.365 1.740
C -7.159 -1.232 1.071
H -4.710 -1.589 -1.404
H -4.342 -3.703 -0.156
H -7.548 -2.634 2.611
H -7.917 -0.514 1.358
O 6.981 -2.328 -2.347
C 7.249 -3.510 -2.272
C 7.439 -4.334 -3.488
C 7.730 -5.630 -3.407
C 7.878 -6.304 -2.094
O 8.144 -7.484 -2.018
C 7.688 -5.478 -0.875
C 7.397 -4.183 -0.958
H 7.327 -3.826 -4.438
H 7.871 -6.248 -4.285
H 7.799 -5.988 0.074
H 7.255 -3.563 -0.081
O 2.194 -4.671 -2.822
C 2.522 -5.336 -1.862
C 1.912 -5.114 -0.529
C 2.276 -5.841 0.524
C 3.305 -6.904 0.409
O 3.636 -7.566 1.368
C 3.916 -7.125 -0.926
C 3.551 -6.398 -1.979
H 1.163 -4.334 -0.466
H 1.843 -5.694 1.506
H 4.666 -7.903 -0.990
H 3.984 -6.543 -2.961
*
```

Computed properties:
**LUMO energy**: -1.7 eV
**SMILES string**: CCCOc1ccc2c(c1N(C(C)=O)C(C)=O)C(=O)NC2=O.O=C1C=CC(=O)C=C1.O=C1C=CC(=O)C=C1.O=C1C=CC(=O)C=C1.O=C1C=CC(=O)C=C1.O=C1C=CC(=O)C=C1.O=C1C=CC(=O)C=C1
**Frontier orbital gap**: 7.50 eV

***

(2)
# C2H3IN2O

A 2-piece molecular cluster, C2H3IN2O overall at a distorted geometry (wB97M-V/def2-TZVPD, the OMol25 dataset).

ORCA input file:
```
! RIJCOSX wB97M-V def2-TZVPD def2/J DEFGRID3
* xyz 0 1
C -1.375 0.326 -0.185
C -0.837 0.153 1.180
N -0.206 0.431 2.100
H -0.530 0.408 -0.916
H -1.994 -0.529 -0.438
H -1.773 1.412 -0.368
O 1.529 -1.788 -0.616
N 2.485 -1.238 -0.235
I 2.702 0.824 -0.520
*
```

Computed properties:
**LUMO energy**: -1.0 eV
**SMILES string**: CC#N.O=NI
**ΔE to the lowest compared entry with this formula, charge and spin**: 70.7 kcal per mole
**Frontier orbital gap**: 8.53 eV

***

(3)
# C19H23F5NPPd

C19H23F5NPPd as an isolated structure at a distorted geometry (wB97M-V/def2-TZVPD, the OMol25 dataset).

ORCA input file:
```
! RIJCOSX wB97M-V def2-TZVPD def2/J DEFGRID3
* xyz 2 5
C -2.079 0.404 -3.506
C -1.803 -0.735 -2.762
C -1.220 -0.654 -1.477
C -1.049 0.611 -0.906
C -1.241 1.753 -1.690
C -1.811 1.661 -2.968
C -0.831 -1.932 -0.800
C 0.000 -2.886 -1.702
N 1.381 -2.551 -1.893
Pd -0.511 0.971 1.112
C -0.796 3.067 -1.115
P 0.559 2.643 0.048
H -2.023 -1.721 -3.172
H -1.998 2.571 -3.543
H -2.506 0.314 -4.504
H -1.569 3.550 -0.498
H -0.417 3.793 -1.843
H -0.296 -1.746 0.138
H -1.744 -2.489 -0.525
H 0.012 -3.888 -1.239
C 1.018 4.142 0.888
C 1.901 2.048 -0.996
H -0.469 -2.964 -2.692
C 1.844 -1.883 -3.066
C 2.339 -2.894 -0.883
H 0.853 1.089 2.300
H 2.455 -2.572 -3.677
H 0.986 -1.533 -3.658
H 2.489 -1.024 -2.806
H 3.089 -3.597 -1.288
H 2.888 -2.009 -0.514
H 1.809 -3.376 -0.050
H 2.242 2.877 -1.625
H 2.723 1.695 -0.361
H 1.560 1.220 -1.630
H 0.771 4.992 0.237
H 0.466 4.223 1.835
H 2.096 4.122 1.094
H 1.251 1.038 1.633
F -1.939 -1.920 1.897
C -1.441 -1.270 2.983
C -0.974 0.032 2.909
C -0.751 0.695 4.108
F -0.414 2.018 4.119
C -0.815 0.026 5.334
F -0.500 0.677 6.471
C -1.134 -1.328 5.371
F -1.093 -2.013 6.530
C -1.475 -1.973 4.191
F -1.831 -3.270 4.190
*
```

Computed properties:
**LUMO energy (alpha / beta)**: -5.8 / -10.2 eV
**Frontier orbital gap (alpha / beta)**: 6.73 / 4.35 eV

***

(4)
# C4H8N2O

A 2-piece molecular cluster, C4H8N2O overall at a distorted geometry (wB97M-V/def2-TZVPD, the OMol25 dataset).

ORCA input file:
```
! RIJCOSX wB97M-V def2-TZVPD def2/J DEFGRID3
* xyz 0 1
C -1.848 -0.757 -1.169
C -0.532 -0.129 -0.829
C 0.508 -0.757 -0.193
N 1.576 0.089 -0.253
C 1.134 1.198 -0.951
N -0.087 1.056 -1.367
H -1.689 -1.802 -1.443
H -2.540 -0.764 -0.340
H -2.208 -0.254 -2.067
H 0.564 -1.817 -0.006
H 2.430 0.236 0.258
H 1.872 1.915 -1.286
O 0.445 0.246 3.293
H 0.251 0.621 2.451
H 0.124 0.920 3.904
*
```

Computed properties:
**LUMO energy**: 0.8 eV
**SMILES string**: Cc1c[nH]cn1.O
**ΔE to the lowest compared entry with this formula, charge and spin**: 30.1 kcal per mole
**Frontier orbital gap**: 9.47 eV

***

(5)
# C21H29AsCl2NO2ReSi2

C21H29AsCl2NO2ReSi2 as an isolated structure (wB97M-V/def2-TZVPD, the OMol25 dataset).

ORCA input file:
```
! RIJCOSX wB97M-V def2-TZVPD def2/J DEFGRID3
* xyz 1 4
Re 0.305 1.009 -0.144
N 3.350 1.730 -0.611
C 2.251 1.390 -0.472
H 4.300 1.963 -0.813
Cl -4.537 4.632 5.651
C -3.537 3.804 4.520
C -4.068 3.442 3.288
C -3.264 2.776 2.383
C -1.940 2.487 2.715
C -1.419 2.856 3.955
C -2.221 3.516 4.865
C -1.105 1.798 1.754
O 0.146 1.578 1.921
O -1.582 1.381 0.620
H -5.095 3.680 3.052
H -3.655 2.478 1.420
H -0.391 2.624 4.198
H -1.843 3.809 5.834
Cl -5.730 1.176 -3.730
C -4.051 1.180 -3.292
C -3.521 0.113 -2.589
C -2.178 0.125 -2.243
C -1.347 1.187 -2.594
C 0.118 1.234 -2.224
C -1.916 2.253 -3.290
C -3.255 2.257 -3.644
H -4.157 -0.716 -2.310
H -1.782 -0.713 -1.682
H 0.507 2.227 -2.481
H 0.725 0.511 -2.776
H -1.298 3.100 -3.567
H -3.681 3.086 -4.192
C 1.781 -0.773 3.153
Si 2.061 -1.961 1.770
C 3.824 -1.898 1.208
C 1.483 -3.661 2.200
As 0.683 -1.352 -0.087
Si 1.641 -2.395 -2.022
C 1.987 -4.129 -1.485
C 0.374 -2.400 -3.359
C 3.176 -1.475 -2.505
H 2.461 -1.028 3.972
H 0.758 -0.830 3.526
H 1.975 0.260 2.859
H 4.476 -2.121 2.058
H 4.082 -0.902 0.840
H 4.041 -2.621 0.421
H 2.115 -4.093 2.981
H 1.505 -4.332 1.342
H 0.459 -3.621 2.575
H 1.076 -4.609 -1.123
H 2.749 -4.201 -0.709
H 2.339 -4.698 -2.351
H -0.520 -2.935 -3.033
H 0.788 -2.928 -4.223
H 0.071 -1.404 -3.684
H 4.041 -1.839 -1.948
H 3.077 -0.404 -2.328
H 3.368 -1.619 -3.571
*
```

Computed properties:
**LUMO energy (alpha / beta)**: -3.9 / -4.7 eV
**Frontier orbital gap (alpha / beta)**: 7.05 / 6.31 eV

***

(6)
# C5H8O2

The molecule C5H8O2 (wB97M-V/def2-TZVPD, the OMol25 dataset).

ORCA input file:
```
! RIJCOSX wB97M-V def2-TZVPD def2/J DEFGRID3
* xyz 0 1
O 1.500 1.621 1.383
C 0.351 0.852 1.167
C -0.432 1.030 -0.155
C -0.599 -0.493 -0.213
C -1.232 -1.712 -2.095
O -0.275 -1.058 -1.498
C 0.504 -0.654 0.841
H 2.088 1.492 0.627
H -0.283 1.017 2.041
H 0.231 1.365 -0.962
H -1.335 1.645 -0.151
H -1.585 -0.868 0.068
H -0.739 -2.000 -3.058
H 1.467 -0.858 0.360
H 0.341 -1.378 1.644
*
```

Computed properties:
**LUMO energy**: 0.8 eV
**ΔE to the lowest compared entry with this formula, charge and spin**: 93.1 kcal per mole
**Frontier orbital gap**: 9.58 eV

***

(7)
# C5H9FeMgO3

C5H9FeMgO3 as an isolated structure at a distorted geometry (wB97M-V/def2-TZVPD, the OMol25 dataset).

ORCA input file:
```
! RIJCOSX wB97M-V def2-TZVPD def2/J DEFGRID3
* xyz 1 7
O -1.348 0.547 -1.282
Fe -2.698 1.756 -0.583
C 0.358 0.184 -2.917
C -0.118 0.416 -1.682
O 0.715 0.416 -0.556
C 1.744 -0.563 -0.441
C 1.984 -0.752 1.038
O 0.717 -0.960 1.659
C 0.805 -1.454 2.991
Mg -0.822 0.381 1.010
H -0.055 -0.633 -3.503
H 1.308 0.622 -3.219
H 2.662 -0.219 -0.937
H 1.414 -1.503 -0.906
H 2.462 0.133 1.484
H 2.630 -1.627 1.199
H -0.214 -1.512 3.389
H 1.257 -2.455 2.986
H 1.409 -0.775 3.611
*
```

Computed properties:
**LUMO energy (alpha / beta)**: -3.6 / -5.8 eV
**ΔE to the lowest compared entry with this formula, charge and spin**: 14.3 kcal per mole
**Frontier orbital gap (alpha / beta)**: 6.19 / 6.14 eV

***

(8)
# C54H60N5O3PbSe

C54H60N5O3PbSe as an isolated structure (wB97M-V/def2-TZVPD, the OMol25 dataset).

ORCA input file:
```
! RIJCOSX wB97M-V def2-TZVPD def2/J DEFGRID3
* xyz -1 1
Pb -1.534 0.157 -0.482
C 5.017 -3.795 -2.247
C 5.010 -3.249 -0.813
C 5.546 -4.339 0.115
C 5.963 -2.048 -0.737
C 3.596 -2.809 -0.433
C 2.963 -1.801 -1.144
C 1.687 -1.368 -0.818
Se 0.996 0.106 -1.840
C 1.792 1.559 -0.875
C 2.992 2.082 -1.351
C 3.626 3.131 -0.709
C 2.991 3.640 0.431
C 1.798 3.158 0.940
C 1.146 2.060 0.282
O 0.033 1.577 0.734
C 1.162 3.765 2.194
C 1.032 2.691 3.285
C -0.226 4.334 1.858
C 1.998 4.909 2.770
C 4.956 3.725 -1.167
C 6.009 3.548 -0.064
C 4.788 5.222 -1.464
C 5.478 3.046 -2.433
C 0.931 -1.938 0.244
O -0.275 -1.574 0.549
C 1.594 -2.968 0.986
C 2.875 -3.364 0.625
C 0.879 -3.616 2.177
C 1.731 -4.696 2.846
C 0.564 -2.557 3.246
C -0.422 -4.286 1.709
H 6.028 -4.097 -2.541
H 4.358 -4.662 -2.331
H 4.667 -3.043 -2.956
H 6.557 -4.619 -0.195
H 5.595 -3.996 1.151
H 4.925 -5.237 0.083
H 6.983 -2.349 -0.998
H 5.659 -1.255 -1.422
H 5.970 -1.630 0.272
H 3.469 -1.318 -1.974
H 3.421 1.637 -2.240
H 3.470 4.463 0.947
H 0.445 1.847 2.931
H 2.021 2.328 3.577
H 0.550 3.117 4.172
H -0.880 3.548 1.483
H -0.675 4.778 2.754
H -0.141 5.118 1.098
H 2.998 4.578 3.061
H 2.103 5.738 2.065
H 1.502 5.294 3.665
H 5.717 4.069 0.850
H 6.132 2.491 0.180
H 6.976 3.946 -0.387
H 4.445 5.767 -0.583
H 5.738 5.660 -1.784
H 4.053 5.374 -2.257
H 5.657 1.980 -2.271
H 4.777 3.150 -3.264
H 6.425 3.504 -2.729
H 3.343 -4.145 1.206
H 2.672 -4.294 3.230
H 1.175 -5.112 3.690
H 1.963 -5.518 2.163
H 1.491 -2.141 3.648
H -0.027 -1.745 2.827
H 0.008 -3.016 4.071
H -0.210 -5.037 0.943
H -0.910 -4.785 2.553
H -1.096 -3.545 1.289
C -4.655 1.212 -4.275
C -3.522 1.213 -3.290
N -2.999 0.150 -2.797
N -3.520 -1.061 -3.120
C -2.695 -2.026 -2.678
O -1.555 -1.892 -2.187
C -3.252 -3.424 -2.792
C -2.482 -4.483 -2.322
C -2.974 -5.781 -2.362
C -4.240 -6.031 -2.878
C -5.012 -4.975 -3.350
C -4.522 -3.678 -3.305
C -2.937 2.505 -2.842
C -3.520 3.715 -3.221
C -2.935 4.906 -2.826
C -1.784 4.875 -2.059
C -1.278 3.632 -1.702
N -1.835 2.484 -2.075
H -4.864 0.185 -4.559
H -5.565 1.646 -3.850
H -4.401 1.791 -5.167
H -1.501 -4.258 -1.922
H -2.368 -6.599 -1.991
H -4.624 -7.043 -2.911
H -6.001 -5.165 -3.750
H -5.111 -2.843 -3.657
H -4.420 3.717 -3.820
H -3.378 5.851 -3.119
H -1.283 5.779 -1.739
H -0.394 3.548 -1.076
C -4.593 3.530 2.110
C -3.928 2.825 1.094
N -3.895 1.515 1.022
C -4.519 0.797 1.979
C -5.219 1.407 3.030
C -5.243 2.811 3.074
C -5.875 0.607 4.031
C -5.814 -0.735 3.983
C -5.090 -1.402 2.933
C -4.984 -2.803 2.878
C -4.265 -3.389 1.876
C -3.653 -2.558 0.922
N -3.749 -1.249 0.943
C -4.448 -0.660 1.933
H -4.578 4.611 2.120
H -3.397 3.361 0.312
H -5.773 3.306 3.880
H -6.415 1.111 4.824
H -6.305 -1.340 4.736
H -5.471 -3.400 3.641
H -4.148 -4.462 1.808
H -3.058 -2.982 0.118
*
```

Computed properties:
**LUMO energy**: 2.1 eV
**ΔE to the lowest compared entry with this formula, charge and spin**: 7.5 kcal per mole
**Frontier orbital gap**: 6.28 eV

***

(9)
# C28H47BrIN3O3PbS2Si2

C28H47BrIN3O3PbS2Si2 as an isolated structure (wB97M-V/def2-TZVPD, the OMol25 dataset).

ORCA input file:
```
! RIJCOSX wB97M-V def2-TZVPD def2/J DEFGRID3
* xyz 0 1
Pb 0.841 0.084 0.170
Br -1.912 3.286 0.777
C -3.429 2.217 1.210
C -4.072 2.594 2.356
C -5.125 1.822 2.882
C -5.444 0.637 2.295
C -4.805 0.225 1.101
C -5.173 -1.004 0.501
C -4.655 -1.372 -0.704
C -3.802 -0.499 -1.397
C -3.417 0.708 -0.859
C -3.835 1.064 0.473
H -3.751 3.488 2.875
H -5.644 2.169 3.766
H -6.222 0.006 2.711
H -5.886 -1.635 1.019
H -4.952 -2.305 -1.164
H -3.478 -0.736 -2.403
N -0.649 -1.892 1.974
N -1.273 -2.936 1.307
C -0.868 -3.311 0.084
N -1.438 -4.437 -0.389
S 0.281 -2.522 -0.852
H 0.137 -2.205 2.532
H -1.319 -1.391 2.538
H -1.846 -3.574 1.836
H -2.215 -4.882 0.070
H -1.240 -4.679 -1.344
I 2.825 -0.837 1.948
C -1.072 5.104 -3.522
Si -2.501 3.926 -3.721
C -4.083 4.802 -3.211
C -2.580 3.259 -5.466
C -2.495 2.491 -2.559
C -2.818 1.660 -1.745
H -1.242 5.987 -4.146
H -0.130 4.653 -3.832
H -0.966 5.440 -2.487
H -4.357 5.610 -3.897
H -3.951 5.240 -2.216
H -4.918 4.099 -3.160
H -3.041 3.983 -6.145
H -3.158 2.334 -5.512
H -1.574 3.047 -5.836
C 5.385 -0.976 -0.710
C 4.889 -1.998 -1.727
C 6.068 -2.758 -2.320
C 3.890 -2.966 -1.095
O 4.228 -1.365 -2.832
Si 3.577 0.084 -3.158
S 1.728 0.552 -2.189
O 3.275 0.101 -4.764
C 2.409 -0.660 -5.623
C 1.107 0.113 -5.804
C 3.149 -0.777 -6.949
C 2.126 -2.050 -5.056
O 4.724 1.207 -2.871
C 4.742 2.639 -2.864
C 3.779 3.204 -3.902
C 4.377 3.129 -1.466
C 6.171 3.042 -3.207
H 5.934 -1.476 0.090
H 4.541 -0.436 -0.267
H 6.035 -0.248 -1.197
H 6.569 -3.350 -1.549
H 6.787 -2.058 -2.752
H 5.719 -3.425 -3.111
H 4.208 -3.266 -0.095
H 3.775 -3.857 -1.719
H 2.916 -2.480 -1.021
H 1.309 1.072 -6.287
H 0.653 0.306 -4.830
H 0.405 -0.454 -6.420
H 3.411 0.218 -7.313
H 2.533 -1.281 -7.699
H 4.071 -1.344 -6.804
H 1.562 -1.974 -4.122
H 3.065 -2.562 -4.842
H 1.549 -2.637 -5.773
H 2.754 2.941 -3.637
H 3.997 2.779 -4.884
H 3.874 4.291 -3.950
H 3.362 2.817 -1.219
H 4.435 4.220 -1.417
H 5.063 2.704 -0.730
H 6.417 2.715 -4.220
H 6.865 2.569 -2.510
H 6.290 4.126 -3.146
*
```

Computed properties:
**LUMO energy**: -0.3 eV
**ΔE to the lowest compared entry with this formula, charge and spin**: 14.5 kcal per mole
**Frontier orbital gap**: 7.52 eV

***

The calculated total energy results, record by record, are as follows: -91316.5221 -15247.5697 -47898.7475 -9305.0867 -131596.8169 -9405.7944 -51294.5750 -141164.1836 -161235.2999 eV.